1.
Formula: C5H13NS
Source: OMol25
Level of theory: ωB97M-V with the def2-TZVPD basis set

Results
Orbital gap: 9.055 eV
HOMO energy: -8.30 eV
E_LUMO: 0.028 Ha
Energy relative to the best compared isomer or geometry (same formula, charge and spin): 215.1 kJ/mol
SMILES: C=C(C)C.CSN
Spin multiplicity: 1

Each line ends with the Löwdin charge.
Cartesian coordinates (Å):
C (-0.902, -1.017, 1.368)  -0.071
C (-1.500, -0.457, 0.319)  -0.477
C (-1.818, -1.211, -0.958)  -0.077
C (-1.722, 1.118, 0.366)  -0.112
H (-0.817, -2.122, 1.678)  0.091
H (-0.771, -0.411, 2.276)  0.055
H (-1.973, -2.341, -0.625)  0.115
H (-2.761, -0.817, -1.308)  0.064
H (-0.980, -1.372, -1.627)  0.061
H (-1.104, 1.482, -0.462)  0.027
H (-2.754, 1.383, -0.004)  0.079
H (-1.619, 1.701, 1.278)  0.067
C (2.542, -0.721, -0.378)  -0.384
S (1.299, 0.545, -0.009)  0.798
N (2.340, 1.977, -0.197)  -0.330
H (3.079, -0.295, -1.251)  0.039
H (1.959, -1.533, -0.847)  0.028
H (3.094, -1.014, 0.471)  0.009
H (2.563, 2.448, 0.681)  0.013
H (1.844, 2.658, -0.772)  0.006

---

2.
Formula: C5H13NS
Source: OMol25
Level of theory: ωB97M-V with the def2-TZVPD basis set

Results
Orbital gap: 9.385 eV
HOMO energy: -8.29 eV
E_LUMO: 0.040 Ha
Energy relative to the best compared isomer or geometry (same formula, charge and spin): 0.0 kJ/mol
SMILES: CSCC[C@H](C)N
Spin multiplicity: 1

Each line ends with the Löwdin charge.
Cartesian coordinates (Å):
C (1.835, -2.280, -2.185)  -0.425
S (1.543, -0.665, -1.423)  0.790
C (0.348, -1.128, -0.151)  -0.517
C (0.202, -0.005, 0.871)  -0.269
C (-0.732, 1.113, 0.410)  -0.476
C (-0.582, 2.339, 1.329)  -0.071
N (-2.103, 0.586, 0.336)  0.034
H (2.508, -2.085, -3.022)  0.025
H (0.926, -2.744, -2.551)  0.033
H (2.330, -2.920, -1.455)  0.030
H (-0.616, -1.299, -0.626)  0.067
H (0.618, -2.074, 0.326)  0.079
H (1.189, 0.407, 1.095)  0.101
H (-0.154, -0.403, 1.824)  0.114
H (-0.423, 1.424, -0.584)  0.122
H (0.354, 2.858, 1.132)  0.076
H (-0.672, 2.044, 2.375)  0.074
H (-1.414, 3.027, 1.163)  0.070
H (-2.473, 0.537, 1.282)  0.073
H (-2.685, 1.267, -0.143)  0.070

---

3.
Formula: C5H13NS
Source: OMol25
Level of theory: ωB97M-V with the def2-TZVPD basis set

Results
Expectation value of S²: 2.009
Orbital gap (spin up / spin down): 6.424 / 8.559 eV
HOMO energy (spin up / spin down): -5.47 / -9.30 eV
E_LUMO (spin up / spin down): 0.035 / -0.027 Ha
Energy relative to the best compared isomer or geometry (same formula, charge and spin): 149.6 kJ/mol
Spin multiplicity: 3

Each line ends with the Löwdin charge.
Cartesian coordinates (Å):
C (1.802, -1.247, -1.033)  -0.139
C (-2.280, 0.290, -0.190)  -0.146
C (-0.707, -0.360, 1.723)  -0.147
C (1.894, 0.125, -0.537)  -0.461
C (-1.012, -0.431, 0.314)  -0.392
N (0.683, 2.357, 0.048)  -0.323
S (0.395, 1.147, -0.865)  0.865
H (0.961, -1.731, -0.580)  0.047
H (1.606, -1.223, -2.150)  0.109
H (2.751, -1.604, -0.883)  0.051
H (-2.342, 1.120, 0.460)  0.041
H (-2.095, 0.380, -1.207)  0.010
H (-3.351, -0.208, -0.087)  0.114
H (-1.080, -1.289, 2.198)  0.079
H (-1.234, 0.517, 2.225)  0.095
H (0.476, -0.265, 1.898)  0.109
H (2.684, 0.772, -0.928)  0.082
H (1.892, 0.314, 0.496)  0.028
H (-0.696, -1.213, -0.250)  0.026
H (0.112, 3.119, -0.116)  -0.047